No. 1
{
  "formula": "C4H6N2",
  "method": "wB97M-V/def2-TZVPD",
  "symbols": ["C", "C", "C", "N", "N", "C", "H", "H", "H", "H", "H", "H"],
  "positions_angstrom": [[1.82959, 0.17230, -0.07410], [0.51096, 0.10175, -0.03809], [-0.31767, 1.29528, -0.10617], [-1.55357, 1.05796, 0.05049], [-1.70777, -0.32619, -0.24241], [-0.39059, -1.05057, 0.03098], [2.55368, -0.71723, -0.00454], [2.13592, 1.26724, -0.10794], [-0.05323, 2.39048, 0.10294], [-2.43211, -0.77323, 0.25027], [-0.22502, -1.81012, -0.81561], [-0.35020, -1.60767, 0.95418]],
  "lowdin_charge": [0.041, -0.363, -0.169, 0.036, -0.057, -0.133, 0.096, 0.081, 0.141, 0.078, 0.141, 0.108],
  "homo_ev": -8.38,
  "total_energy_ha": -265.439807,
  "smiles": "C=C1C=NNC1",
  "largest_force_ev_per_a": 3.42
}

No. 2
{
  "formula": "C4H6N2",
  "method": "wB97M-V/def2-TZVPD",
  "symbols": ["C", "C", "N", "C", "N", "C", "H", "H", "H", "H", "H", "H"],
  "positions_angstrom": [[-0.83924, -0.89639, -0.37611], [0.42495, -1.16112, -0.28143], [1.34300, -0.25583, 0.25807], [0.98532, 1.03755, 0.38794], [-0.15951, 1.49325, 0.29022], [-1.24351, 0.54593, 0.05696], [-1.69107, -1.46598, -0.67968], [0.91335, -2.06158, -0.63162], [2.33387, -0.50100, 0.24525], [1.77120, 1.80275, 0.43111], [-1.85682, 0.43407, 0.96052], [-1.98154, 1.02835, -0.66124]],
  "lowdin_charge": [-0.073, -0.159, 0.022, -0.286, 0.033, -0.216, 0.092, 0.113, 0.140, 0.125, 0.096, 0.113],
  "homo_ev": -8.12,
  "total_energy_ha": -265.486422,
  "smiles": "C1=CNC=NC1",
  "largest_force_ev_per_a": 3.55
}

No. 3
{
  "formula": "C4H6N2",
  "method": "wB97M-V/def2-TZVPD",
  "symbols": ["N", "C", "C", "C", "C", "N", "H", "H", "H", "H", "H", "H"],
  "positions_angstrom": [[-1.62513, 2.41955, -0.69922], [-1.32086, 1.41984, -0.21088], [-0.75939, 0.19883, 0.39831], [-0.20117, -0.85364, -0.60290], [1.18891, -0.54130, 0.00056], [0.57309, 0.37188, 0.95655], [-1.42204, -0.25531, 1.14225], [-0.53873, -1.86431, -0.37114], [-0.37207, -0.66554, -1.66811], [1.93011, -0.10254, -0.67701], [1.59464, -1.40405, 0.53655], [0.95263, 1.27658, 1.19503]],
  "lowdin_charge": [0.141, -0.167, -0.330, -0.096, -0.190, -0.030, 0.134, 0.102, 0.111, 0.110, 0.100, 0.115],
  "homo_ev": -9.31,
  "total_energy_ha": -265.473062,
  "smiles": "N#C[C@H]1CCN1",
  "largest_force_ev_per_a": 0.64
}

No. 4
{
  "formula": "C4H6N2",
  "method": "wB97M-V/def2-TZVPD",
  "symbols": ["C", "C", "N", "C", "C", "N", "H", "H", "H", "H", "H", "H"],
  "positions_angstrom": [[-0.06122, -0.84200, 1.05063], [-0.08279, 0.59285, 0.62874], [0.93705, 1.18542, -0.17278], [-0.24063, 1.03402, -1.05078], [-0.22156, -0.11935, -1.93995], [-0.23517, -0.95321, -2.74976], [0.15259, -1.49415, 0.20107], [0.73042, -0.96090, 1.79753], [-1.00244, -1.16446, 1.50915], [-0.46065, 1.30775, 1.37718], [1.60689, 0.44447, -0.37997], [-1.12249, 0.96957, -0.27106]],
  "lowdin_charge": [-0.053, -0.309, 0.001, -0.162, -0.259, 0.136, 0.078, 0.088, 0.088, 0.149, 0.111, 0.131],
  "homo_ev": -8.68,
  "total_energy_ha": -265.373081,
  "largest_force_ev_per_a": 1.56
}

No. 5
{
  "formula": "C4H6N2",
  "method": "wB97M-V/def2-TZVPD",
  "symbols": ["N", "C", "C", "C", "C", "N", "H", "H", "H", "H", "H", "H"],
  "positions_angstrom": [[3.22103, 0.10827, -0.17107], [2.08442, -0.03027, -0.00977], [0.65428, -0.23199, 0.25611], [-0.33524, 0.95575, 0.28370], [-1.32351, -0.09470, -0.25835], [-0.15886, -0.79487, -0.82805], [0.56361, -0.79454, 1.19907], [-0.55490, 1.42772, 1.24184], [-0.05442, 1.70383, -0.46138], [-2.12085, 0.17512, -0.95259], [-1.78009, -0.61951, 0.59778], [-0.19547, -1.80480, -0.89730]],
  "lowdin_charge": [0.141, -0.159, -0.354, -0.105, -0.199, -0.014, 0.145, 0.106, 0.115, 0.105, 0.109, 0.109],
  "homo_ev": -9.98,
  "total_energy_ha": -265.476405,
  "largest_force_ev_per_a": 1.08
}

No. 6
{
  "formula": "C4H6N2",
  "method": "wB97M-V/def2-TZVPD",
  "symbols": ["C", "C", "C", "N", "C", "N", "H", "H", "H", "H", "H", "H"],
  "positions_angstrom": [[-1.35512, 0.46364, -0.06638], [0.05886, 0.04333, 0.31855], [0.10478, -0.88950, 1.44729], [0.09268, -1.67934, 2.29243], [0.90796, -0.25690, -0.82037], [1.06827, 1.04150, 0.04858], [-1.88920, -0.42397, -0.42530], [-1.30152, 1.19682, -0.87712], [-1.91227, 0.89262, 0.76674], [1.63341, -1.06077, -0.64153], [0.58020, -0.07763, -1.82734], [2.01196, 0.75019, -0.21555]],
  "lowdin_charge": [-0.021, -0.565, -0.142, 0.157, -0.096, 0.079, 0.093, 0.090, 0.084, 0.124, 0.108, 0.088],
  "homo_ev": -10.19,
  "total_energy_ha": -265.417799,
  "smiles": "C[C@@]1(C#N)CN1",
  "largest_force_ev_per_a": 2.59
}

No. 7
{
  "formula": "C4H6N2",
  "method": "wB97M-V/def2-TZVPD",
  "symbols": ["C", "C", "N", "C", "N", "C", "H", "H", "H", "H", "H", "H"],
  "positions_angstrom": [[0.68164, 0.01098, -1.03478], [1.13605, -0.64761, 0.07107], [0.41915, -0.46676, 1.28779], [-0.79135, 0.29677, 1.27757], [-1.27183, 0.77869, 0.25921], [-0.71072, 0.60236, -1.11182], [1.31526, -0.30311, -1.88105], [1.85361, -1.44327, 0.12248], [0.83957, -0.76592, 2.13077], [-1.21318, 0.53594, 2.26344], [-1.48152, -0.09498, -1.60875], [-0.77668, 1.49692, -1.77592]],
  "lowdin_charge": [-0.099, -0.121, 0.006, -0.237, 0.025, -0.206, 0.090, 0.102, 0.098, 0.118, 0.123, 0.101],
  "homo_ev": -7.97,
  "total_energy_ha": -265.474899,
  "smiles": "C1=CNC=NC1",
  "largest_force_ev_per_a": 3.82
}

No. 8
{
  "formula": "C4H6N2",
  "method": "wB97M-V/def2-TZVPD",
  "symbols": ["C", "C", "C", "N", "C", "N", "H", "H", "H", "H", "H", "H"],
  "positions_angstrom": [[-1.89853, -0.22868, 0.01695], [-0.40159, -0.02562, -0.00988], [-0.06097, 1.28810, -0.08593], [2.04149, 0.53516, 0.00764], [1.68677, -0.70570, -0.12690], [0.39536, -1.08834, -0.07600], [-2.48422, 0.69401, 0.10464], [-2.11750, -0.87337, 0.86963], [-2.17563, -0.72304, -0.91512], [-0.44495, 1.99046, 0.67294], [3.05432, 0.65421, -0.15589], [2.40545, -1.51720, -0.30208]],
  "lowdin_charge": [-0.043, -0.509, 0.212, 0.090, -0.322, 0.057, 0.077, 0.086, 0.087, 0.070, 0.077, 0.119],
  "homo_ev": -8.93,
  "total_energy_ha": -265.398969,
  "largest_force_ev_per_a": 1.50
}

No. 9
{
  "formula": "C4H6N2",
  "method": "wB97M-V/def2-TZVPD",
  "symbols": ["N", "C", "C", "C", "C", "N", "H", "H", "H", "H", "H", "H"],
  "positions_angstrom": [[-0.81369, -1.63895, -0.76267], [-0.78292, -0.66634, 0.10146], [-0.39690, 0.65431, -0.49626], [0.89549, 0.87086, 0.31893], [0.61947, 0.37378, 1.67725], [0.56219, 0.17134, 2.81486], [-0.87367, -2.58659, -0.41373], [-0.76257, -1.50352, -1.77332], [-1.12750, 1.40629, -0.18542], [-0.26354, 0.70138, -1.59266], [1.73823, 0.30206, -0.10400], [1.20541, 1.91539, 0.41556]],
  "lowdin_charge": [0.075, -0.145, -0.225, -0.192, -0.312, 0.133, 0.102, 0.107, 0.114, 0.106, 0.122, 0.116],
  "homo_ev": -8.31,
  "total_energy_ha": -265.431489,
  "largest_force_ev_per_a": 1.67
}

No. 10
{
  "formula": "C4H6N2",
  "method": "wB97M-V/def2-TZVPD",
  "symbols": ["C", "N", "C", "C", "C", "N", "H", "H", "H", "H", "H", "H"],
  "positions_angstrom": [[1.21923, 0.48145, -1.11364], [0.80610, -0.73276, -0.47154], [-0.18082, -0.64653, 0.31944], [-0.55317, 0.43712, 1.29300], [-1.17549, -1.64305, -0.03824], [-1.98404, -2.20576, -0.64978], [0.58142, 0.41760, -2.00975], [0.97933, 1.42593, -0.60700], [2.25426, 0.41779, -1.42362], [-1.40713, 1.03950, 0.96982], [0.29632, 1.08829, 1.51804], [-0.83599, -0.07958, 2.21327]],
  "lowdin_charge": [-0.112, 0.035, -0.389, -0.035, -0.164, 0.154, 0.101, 0.076, 0.075, 0.093, 0.080, 0.086],
  "homo_ev": -9.64,
  "total_energy_ha": -265.455530,
  "smiles": "C/N=C(\\C)C#N",
  "largest_force_ev_per_a": 1.27
}

No. 11
{
  "formula": "C4H6N2",
  "method": "wB97M-V/def2-TZVPD",
  "symbols": ["C", "C", "C", "C", "N", "N", "H", "H", "H", "H", "H", "H"],
  "positions_angstrom": [[-0.05597, 2.13318, -1.36944], [-0.64965, 0.87207, -0.97540], [-0.14496, -1.25508, 0.60424], [1.08420, -0.81497, 1.21343], [0.18646, 3.20449, -1.78820], [-0.68347, -0.36467, -0.35800], [-1.57204, 0.97780, -1.48027], [-0.68824, -2.18217, 0.55873], [0.80957, -0.12969, 2.02828], [1.71044, -0.07258, 0.59245], [1.59094, -1.77076, 1.57700], [-1.58727, -0.59761, -0.60281]],
  "lowdin_charge": [-0.259, -0.120, -0.138, -0.124, 0.094, -0.015, 0.075, 0.101, 0.079, 0.110, 0.101, 0.096],
  "homo_ev": [-7.58, -7.56],
  "total_energy_ha": -265.370987,
  "largest_force_ev_per_a": 6.02
}

No. 12
{
  "formula": "C4H6N2O",
  "method": "wB97M-V/def2-TZVPD",
  "symbols": ["H", "N", "C", "C", "C", "N", "O", "C", "H", "H", "H", "H", "H"],
  "positions_angstrom": [[-1.73080, -0.87538, 2.97936], [-0.99004, -0.62041, 2.32869], [-1.31352, 0.42133, 1.67014], [-0.36313, 1.02563, 0.74022], [0.76638, 0.41135, 0.46470], [1.81071, -0.08389, 0.03307], [1.66159, 0.19826, -1.39215], [0.86837, -0.72023, -2.09858], [-2.23845, 0.98650, 1.81703], [-0.48860, 2.03735, 0.36563], [0.75502, -0.24430, -3.07539], [1.38976, -1.67436, -2.18180], [-0.12728, -0.86184, -1.65092]],
  "lowdin_charge": [0.046, 0.089, -0.269, -0.068, -0.093, 0.121, -0.198, -0.113, 0.106, 0.115, 0.094, 0.085, 0.084],
  "homo_ev": -9.34,
  "total_energy_ha": -340.599639,
  "smiles": "[H]/N=C/C=C=NOC",
  "largest_force_ev_per_a": 0.95
}

No. 13
{
  "formula": "C4H6N2O",
  "method": "wB97M-V/def2-TZVPD",
  "symbols": ["O", "C", "N", "C", "C", "C", "N", "H", "H", "H", "H", "H", "H"],
  "positions_angstrom": [[-1.16405, -1.14291, -2.09208], [-0.57975, -0.55898, -1.22275], [-0.97684, 0.63985, -0.66094], [0.01853, 1.24836, 0.19036], [0.99148, 0.09000, 0.36876], [0.41904, -1.17318, 0.86552], [0.64534, -0.97690, -0.58313], [-1.93220, 0.91292, -0.70355], [-0.41236, 1.61410, 1.13001], [0.50368, 2.09205, -0.31924], [2.04604, 0.32632, 0.47097], [1.04600, -1.92668, 1.33287], [-0.60490, -1.14494, 1.22321]],
  "lowdin_charge": [0.096, -0.520, 0.075, -0.140, -0.235, -0.071, 0.055, 0.137, 0.121, 0.115, 0.138, 0.108, 0.120],
  "homo_ev": -9.76,
  "total_energy_ha": -340.749566,
  "smiles": "O=C1NC[C@H]2CN12",
  "largest_force_ev_per_a": 0.64
}

No. 14
{
  "formula": "C4H6N2O",
  "method": "wB97M-V/def2-TZVPD",
  "symbols": ["C", "C", "C", "O", "C", "N", "N", "H", "H", "H", "H", "H", "H"],
  "positions_angstrom": [[-1.65939, -1.63258, -0.02574], [-0.79996, -0.62143, -0.13179], [-1.12336, 1.02396, 0.07579], [-2.13087, 1.37441, 0.66530], [0.61122, -0.59688, 0.12213], [0.99994, 0.65219, 0.27604], [2.23665, 0.94671, -0.21759], [-1.33635, -2.66679, -0.11563], [-2.72217, -1.44097, 0.10223], [-0.73234, 1.73791, -0.67126], [1.28842, -1.44268, -0.05816], [2.37366, 1.92853, -0.45473], [2.99455, 0.73762, 0.43341]],
  "lowdin_charge": [0.079, -0.208, -0.229, 0.014, -0.119, -0.083, -0.003, 0.068, 0.073, 0.110, 0.126, 0.085, 0.088],
  "homo_ev": -8.80,
  "total_energy_ha": -340.616519,
  "smiles": "C=C(C=O)/C=N/N",
  "largest_force_ev_per_a": 4.62
}

No. 15
{
  "formula": "C4H6N2O",
  "method": "wB97M-V/def2-TZVPD",
  "symbols": ["C", "C", "N", "N", "C", "C", "O", "H", "H", "H", "H", "H", "H"],
  "positions_angstrom": [[0.98907, -1.61239, 0.16143], [0.03214, -0.48687, 0.05033], [-1.30323, -0.73390, -0.07743], [-1.91700, 0.52195, 0.25772], [-1.02942, 1.40216, -0.25366], [0.26005, 0.87996, -0.06315], [1.36650, 1.63794, 0.10682], [0.67443, -2.29937, 0.95344], [1.99640, -1.25537, 0.39085], [1.03025, -2.17639, -0.77510], [-2.91623, 0.58163, 0.08284], [-1.33575, 2.37291, -0.62559], [2.15281, 1.16776, -0.20849]],
  "lowdin_charge": [-0.032, -0.317, 0.061, 0.000, -0.067, -0.303, 0.057, 0.082, 0.073, 0.084, 0.135, 0.118, 0.109],
  "homo_ev": -8.09,
  "total_energy_ha": -340.694527,
  "smiles": "Cc1n[nH]cc1O",
  "largest_force_ev_per_a": 4.53
}

No. 16
{
  "formula": "C4H6N2O",
  "method": "wB97M-V/def2-TZVPD",
  "symbols": ["H", "N", "C", "O", "C", "C", "C", "N", "H", "H", "H", "H", "H"],
  "positions_angstrom": [[2.29137, 1.65355, 1.06303], [1.63777, 1.18609, 0.43720], [0.46271, 1.53524, 0.73489], [-0.65273, 1.11503, 0.10955], [-0.54584, 0.13209, -0.92017], [-0.96816, -1.24426, -0.37162], [0.12171, -2.18701, -0.10219], [0.93842, -2.98608, 0.07753], [0.17997, 2.22811, 1.52957], [0.45938, 0.13236, -1.34557], [-1.26403, 0.43969, -1.68264], [-1.52037, -1.06959, 0.55799], [-1.65551, -1.74166, -1.06707]],
  "lowdin_charge": [0.056, 0.118, -0.312, -0.077, -0.180, -0.139, -0.224, 0.139, 0.132, 0.115, 0.124, 0.126, 0.122],
  "homo_ev": -10.53,
  "total_energy_ha": -340.740120,
  "smiles": "[H]/N=C/OCCC#N",
  "largest_force_ev_per_a": 1.16
}

No. 17
{
  "formula": "C4H6N2O",
  "method": "wB97M-V/def2-TZVPD",
  "symbols": ["C", "C", "N", "C", "C", "N", "O", "H", "H", "H", "H", "H", "H"],
  "positions_angstrom": [[0.40426, 0.81703, -1.85648], [0.11363, -0.44480, 0.07717], [1.02466, 0.72572, 0.02786], [-1.21814, -0.17441, 0.67150], [0.59662, -1.70211, 0.13502], [-1.84296, 0.91526, 0.75900], [-0.34645, 1.66962, -2.05594], [0.78951, 1.53495, 0.59544], [2.00154, 0.46208, -0.01855], [-1.36460, 1.71856, 0.34895], [-1.71072, -1.05473, 1.07881], [-0.02899, -2.51498, 0.46073], [1.58164, -1.95219, -0.22352]],
  "lowdin_charge": [-0.097, -0.392, 0.003, -0.225, 0.083, 0.119, 0.016, 0.110, 0.108, 0.037, 0.106, 0.065, 0.068],
  "homo_ev": -9.04,
  "total_energy_ha": -340.669968,
  "largest_force_ev_per_a": 3.93
}

No. 18
{
  "formula": "C4H6N2O",
  "method": "wB97M-V/def2-TZVPD",
  "symbols": ["H", "N", "C", "C", "N", "H", "C", "C", "O", "H", "H", "H", "H"],
  "positions_angstrom": [[-1.64830, -1.85606, 1.16628], [-1.86994, -1.01118, 0.53958], [-0.89947, -0.18622, 0.45209], [-1.04408, 1.05123, -0.35097], [-0.08387, 1.73429, -0.79788], [-0.25643, 2.55950, -1.33414], [0.57888, -0.52871, 0.96063], [1.42590, -0.56305, -0.22959], [0.87948, -0.86771, 2.05510], [-2.03171, 1.20539, -0.75938], [2.36258, -1.20002, -0.11960], [1.73270, 0.51485, -0.44154], [0.85427, -0.85230, -1.14059]],
  "lowdin_charge": [0.103, 0.159, -0.295, -0.181, 0.114, 0.059, -0.433, -0.057, 0.116, 0.109, 0.110, 0.096, 0.099],
  "homo_ev": -9.46,
  "total_energy_ha": -340.708748,
  "smiles": "[H]/N=C(/C=N/[H])C(C)=O",
  "largest_force_ev_per_a": 3.14
}

No. 19
{
  "formula": "C4H6N2O",
  "method": "wB97M-V/def2-TZVPD",
  "symbols": ["C", "N", "N", "C", "C", "C", "O", "H", "H", "H", "H", "H", "H"],
  "positions_angstrom": [[0.63552, -1.68467, 0.18486], [0.23731, -0.26565, 0.19112], [0.50465, 0.44741, 1.29105], [0.08281, 1.66240, 1.06703], [-0.53715, 1.74415, -0.20479], [-0.51245, 0.44048, -0.67135], [-1.05479, -0.19341, -1.76653], [1.43992, -1.74689, 0.96499], [1.08621, -2.03794, -0.82208], [-0.29886, -2.28948, 0.40336], [0.23400, 2.51386, 1.76595], [-1.05914, 2.56757, -0.74353], [-0.75806, -1.15783, -1.66008]],
  "lowdin_charge": [-0.017, -0.180, 0.033, -0.177, -0.025, -0.348, 0.057, 0.098, 0.110, 0.103, 0.113, 0.112, 0.120],
  "homo_ev": -8.68,
  "total_energy_ha": -340.726475,
  "smiles": "Cn1nccc1O",
  "largest_force_ev_per_a": 2.21
}

No. 20
{
  "formula": "C4H6N2O",
  "method": "wB97M-V/def2-TZVPD",
  "symbols": ["C", "C", "N", "N", "C", "H", "H", "H", "H", "C", "O", "H", "H"],
  "positions_angstrom": [[0.00672, -0.71884, 0.72724], [-1.15882, -1.44604, 0.40126], [-2.24854, -0.69518, 0.47783], [-1.79120, 0.50785, 0.85185], [-0.44893, 0.54876, 1.01104], [1.03009, -1.06401, 0.76473], [-1.24727, -2.48523, 0.11093], [-2.45097, 1.25754, 0.98267], [0.07186, 1.45187, 1.29488], [2.05796, 0.65504, -1.66245], [2.08332, 1.45704, -0.76289], [2.75701, 0.71756, -2.52003], [1.33875, -0.18636, -1.67706]],
  "lowdin_charge": [-0.111, -0.185, 0.014, -0.047, -0.118, 0.092, 0.095, 0.147, 0.113, -0.137, -0.016, 0.081, 0.072],
  "homo_ev": -9.36,
  "total_energy_ha": -340.720466,
  "smiles": "c1cn[nH]c1.C=O",
  "largest_force_ev_per_a": 0.55
}